Entry 1:
Formula: C35H42Cl10F4O2
Source: the OMol25 dataset
Level of theory: ωB97M-V with the def2-TZVPD basis set

Each line ends with the Mulliken charge.
CARTESIAN COORDINATES (ANGSTROEM)
1 F -5.6316 -0.3824 -1.8236  -0.329
2 C -5.2428 0.3492 -0.7950  0.437
3 C -4.5979 -0.2931 0.2345  -0.443
4 C -4.0366 0.4514 1.2621  -0.068
5 C -4.2420 1.8386 1.2836  -0.661
6 C -4.8732 2.4513 0.2240  -0.391
7 C -5.3831 1.7057 -0.8254  -0.629
8 H -4.5060 -1.3753 0.2248  0.455
9 H -3.4456 0.0480 2.0613  0.176
10 H -3.8829 2.4006 2.1411  0.429
11 H -4.9488 3.5307 0.1792  0.485
12 H -5.9019 2.1714 -1.6531  0.452
13 F -3.0046 1.0610 5.4000  -0.368
14 C -1.9201 1.2964 4.6083  0.466
15 C -1.2563 2.4890 4.7363  -0.408
16 C -0.1263 2.7102 3.9623  -0.724
17 C 0.2835 1.7582 3.0400  -0.649
18 C -0.3736 0.5521 2.9783  -0.608
19 C -1.4795 0.3330 3.7480  -0.262
20 H -1.6144 3.2618 5.4081  0.448
21 H 0.3724 3.6694 4.0502  0.397
22 H 1.0903 1.9801 2.3536  0.560
23 H 0.0725 -0.1768 2.3130  0.644
24 H -2.1138 -0.5441 3.6785  0.563
25 F 2.5868 1.7567 -0.8986  -0.414
26 C 1.6772 0.7714 -0.8818  -0.911
27 C 2.0257 -0.4888 -1.3049  -0.189
28 C 1.1064 -1.5211 -1.2608  0.263
29 C -0.1585 -1.2636 -0.7598  -0.211
30 C -0.5050 0.0075 -0.3280  -1.047
31 C 0.4218 1.0314 -0.3847  0.344
32 H 3.0342 -0.6474 -1.6753  0.452
33 H 1.2738 -2.5336 -1.6125  0.062
34 H -0.9122 -2.0417 -0.6970  0.559
35 H -1.5424 0.1591 -0.0576  0.374
36 H 0.1792 2.0083 0.0283  0.876
37 F -1.9697 -3.0531 2.8143  -0.177
38 C -1.2315 -4.1308 2.9877  0.239
39 C -0.5132 -4.5954 1.8999  0.093
40 C 0.4385 -5.5774 2.0686  -0.124
41 C 0.5964 -6.1133 3.3395  -0.676
42 C -0.2052 -5.7017 4.3917  -0.357
43 C -1.1249 -4.6869 4.2186  -0.495
44 H -0.6596 -4.1093 0.9372  0.337
45 H 0.9744 -6.0171 1.2483  -0.005
46 H 1.3528 -6.8750 3.5008  0.378
47 H -0.0939 -6.1918 5.3490  0.367
48 H -1.7388 -4.4185 5.0683  0.423
49 C -2.4207 5.2389 1.5979  -1.353
50 C -1.5159 4.5824 0.5894  1.054
51 C -1.9879 4.4982 -0.8065  -0.465
52 O -0.4165 4.2059 0.9004  -0.482
53 H -3.4788 5.2312 1.3437  0.318
54 H -2.1437 6.3020 1.6955  0.426
55 H -2.2091 4.8648 2.6005  0.207
56 H -2.8787 3.8692 -0.9589  0.065
57 H -1.2543 4.0100 -1.4441  -0.297
58 H -2.3623 5.4562 -1.1788  0.477
59 C 1.2212 5.6332 -2.5091  -0.380
60 C 2.5687 6.0079 -1.9212  0.650
61 C 2.9505 5.3100 -0.6369  -0.608
62 O 3.2332 6.8849 -2.3700  -0.565
63 H 1.2778 4.6117 -2.9121  0.133
64 H 0.8658 6.3061 -3.2805  0.367
65 H 0.5141 5.5651 -1.6806  -0.128
66 H 3.5749 5.9986 -0.0638  0.352
67 H 3.5300 4.3964 -0.7703  0.161
68 H 2.0606 5.0700 -0.0571  0.034
69 Cl 0.5771 -2.4864 -4.7880  -0.084
70 C 0.4498 -4.2002 -4.4866  0.159
71 Cl -1.1895 -4.7421 -4.0742  -0.180
72 H 0.7797 -4.7426 -5.3618  0.369
73 H 1.0694 -4.4682 -3.6416  -0.304
74 Cl 1.8105 -5.0936 -0.9511  -0.103
75 C 1.6064 -6.5825 -1.9068  -0.083
76 Cl 1.5006 -8.0099 -0.8814  -0.167
77 H 0.6547 -6.4863 -2.4137  0.144
78 H 2.4161 -6.6574 -2.6177  0.224
79 Cl 4.5304 0.4729 2.5765  -0.163
80 C 4.7727 -0.6236 1.2032  0.331
81 Cl 5.5875 -2.1274 1.6934  -0.180
82 H 3.8009 -0.8929 0.8134  -0.251
83 H 5.3806 -0.1188 0.4669  0.251
84 Cl 1.9267 1.2660 -4.2519  -0.156
85 C 0.2066 0.9062 -4.1494  0.252
86 Cl -0.7783 2.1883 -3.4754  -0.157
87 H -0.1407 0.6078 -5.1281  0.482
88 H 0.1369 0.0469 -3.4908  -0.467
89 Cl 4.3632 -5.2813 -4.5736  -0.163
90 C 5.2527 -3.8184 -4.0439  -0.467
91 Cl 4.1833 -2.7420 -3.1498  -0.016
92 H 6.0313 -4.1939 -3.3933  0.292
93 H 5.6928 -3.3173 -4.8928  0.338

Cartesian forces (eV/Å) of the 2 atoms listed first:
-0.7 -0.6 -0.9
0.6 0.0 0.5

**LUMO**: 0.196 eV
**SMILES string**: Fc1ccccc1.Fc1ccccc1.Fc1ccccc1.Fc1ccccc1.CC(C)=O.CC(C)=O.ClCCl.ClCCl.ClCCl.ClCCl.ClCCl
**HOMO-LUMO gap**: 0.34564 Ha

---

Entry 2:
Formula: C35H42Cl2N2O4PPm
Source: the OMol25 dataset
Level of theory: ωB97M-V with the def2-TZVPD basis set

Each line ends with the Mulliken charge.
CARTESIAN COORDINATES (ANGSTROEM)
1 O -0.5170 0.7474 -2.1366  0.023
2 C -1.3697 1.0497 -3.0500  -0.388
3 C -0.7982 1.4482 -4.3485  0.628
4 C 0.4559 2.1000 -4.3789  -0.147
5 H 1.0073 2.3118 -3.4587  0.537
6 C 0.9664 2.5592 -5.5981  -0.713
7 H 1.9073 3.1351 -5.6258  0.349
8 C 0.2253 2.3796 -6.7808  -0.368
9 H 0.5340 2.8716 -7.7132  0.353
10 C -0.8869 1.5516 -6.7803  -0.602
11 H -1.4057 1.3266 -7.7269  0.349
12 C -1.3643 1.0555 -5.5801  -0.255
13 H -2.2111 0.3626 -5.5636  0.370
14 H -2.3953 0.6375 -3.1582  0.045
15 C -2.8528 3.2051 -1.6610  -1.304
16 C -2.7677 1.7420 -1.7542  0.238
17 H -3.6162 3.5810 -0.9521  0.414
18 H -3.0132 3.6610 -2.6582  0.318
19 H -1.8857 3.5599 -1.2935  0.143
20 C -3.0087 0.7972 -0.8319  0.510
21 C -3.8434 0.8531 0.4262  -1.174
22 H -2.3476 -0.0595 -0.8368  -0.155
23 H -4.8755 1.1178 0.1897  0.476
24 H -3.4143 1.6020 1.1230  0.043
25 H -3.8275 -0.1095 0.9586  0.195
26 Pm 0.9611 -0.5500 -1.1262  0.094
27 Cl 2.4087 1.7345 -0.6070  -0.683
28 Cl 0.5029 -1.7495 -3.5597  -0.630
29 H 4.4805 0.3833 -4.4602  0.341
30 H 5.9892 1.4346 -2.8783  0.274
31 C 3.7330 0.2918 -3.6590  -0.997
32 C 5.4078 1.0958 -2.0107  -0.802
33 N 4.4589 0.0571 -2.4122  0.307
34 H 3.0430 -0.5296 -3.8680  0.266
35 C 4.1526 -0.9061 -1.5437  0.062
36 O 3.0652 -1.5464 -1.5121  -0.539
37 H 6.0645 0.6518 -1.2509  0.296
38 H 4.9551 -1.0994 -0.7975  0.280
39 H 3.1780 1.2374 -3.5869  0.378
40 H 4.8680 1.9545 -1.5736  0.280
41 H -1.7318 -4.6657 1.0718  0.208
42 H -0.3670 -6.3709 -1.4380  0.351
43 C -2.2076 -4.5833 0.0911  -0.829
44 C -1.0940 -5.6597 -1.8431  -1.048
45 N -1.2315 -4.5095 -0.9825  0.248
46 H -2.8918 -3.7229 0.0843  0.303
47 C -0.3674 -3.5128 -1.1155  -0.151
48 O -0.4512 -2.4018 -0.5274  -0.600
49 H -0.7431 -5.2941 -2.8040  0.399
50 H 0.4528 -3.6963 -1.8140  0.561
51 H -2.7959 -5.4929 -0.0758  0.330
52 H -2.0551 -6.1574 -1.9330  0.322
53 O 0.1564 -0.1235 0.9552  1.837
54 P 0.0506 0.1678 2.4529  0.455
55 C -0.8848 1.6774 2.7052  0.539
56 C -1.8747 1.7682 3.7024  -0.541
57 C -2.5164 2.9855 3.9523  -0.553
58 C -2.2447 4.1028 3.1608  -0.532
59 C -1.3591 3.9820 2.0824  -0.577
60 C -0.6715 2.7861 1.8635  -0.537
61 C -0.7706 -1.1754 3.3304  -0.066
62 C -0.6860 -1.2602 4.7300  -0.502
63 C -1.2807 -2.3265 5.4190  -0.745
64 C -1.9523 -3.3286 4.7120  -0.695
65 C -2.0309 -3.2498 3.3169  -0.452
66 C -1.4219 -2.1978 2.6275  0.378
67 C 1.6783 0.2985 3.1994  0.297
68 C 2.5253 -0.8191 3.1104  -0.386
69 C 3.7240 -0.8460 3.8196  -0.752
70 C 4.1133 0.2580 4.5920  -0.462
71 C 3.2895 1.3881 4.6498  -0.685
72 C 2.0769 1.4124 3.9489  -0.205
73 H -2.1395 0.8899 4.2810  0.363
74 H -3.2344 3.0618 4.7741  0.373
75 H -2.7284 5.0661 3.3654  0.354
76 H -1.1788 4.8335 1.4156  0.425
77 H 0.0465 2.7092 1.0413  0.275
78 H -0.1441 -0.5019 5.2916  0.493
79 H -1.2205 -2.3764 6.5101  0.385
80 H -2.4160 -4.1770 5.2281  0.382
81 H -2.5690 -4.0260 2.7694  0.408
82 H -1.4154 -2.1750 1.5383  -0.083
83 H 2.2204 -1.6846 2.5188  0.337
84 H 4.3460 -1.7450 3.8051  0.408
85 H 5.0439 0.2230 5.1699  0.366
86 H 3.5738 2.2460 5.2714  0.393
87 H 1.4145 2.2776 4.0112  0.400

Cartesian forces (eV/Å) of the 2 atoms listed first:
2.6 -1.6 1.9
-4.1 0.1 0.7

**Multiplicity**: 5
**LUMO (alpha / beta)**: 0.161 / 0.162 eV
**HOMO-LUMO gap (alpha / beta)**: 0.20562 / 0.20607 Ha

---

For the records above, the corresponding molecular weight values read 925.241, 801.611 g mol⁻¹.
For the records above, the corresponding energy relative to the best compared isomer or geometry (same formula, charge and spin) values read 0.000, 2.067 eV.